52
Properties=species:S:1:pos:R:3:lowdin_charge:R:1 method="wB97M-V/def2-TZVPD" de_lowest_kcal_mol=0.0 e_tot_ev=-190693.4146 orbital_gap_ev="6.2 / 5.5" spin_multiplicity=3 charge=+2
W 1.79 0.16 0.01 1.1356
Br 1.23 2.58 -1.03 0.9370
Cl 2.51 1.47 2.02 0.6607
Cl 0.72 -1.83 -1.70 0.8130
Cl 1.66 -2.92 -4.57 0.7724
Cl 4.07 -1.47 -5.97 0.7827
Cl 4.43 1.91 -1.76 0.6817
Cl 5.45 0.94 -4.56 0.7677
Cl 4.24 -0.42 0.77 0.7040
O 1.47 -1.27 1.23 -0.4041
O 1.38 -4.13 2.15 0.0814
N -0.28 0.36 0.34 -0.1874
N -0.72 -0.51 1.33 0.0377
C -3.55 1.83 -1.99 -0.0380
C 0.03 -2.25 2.88 -0.1216
C -2.90 3.06 -1.85 -0.2211
C 3.77 0.21 2.36 -0.7484
C 2.46 -1.61 -3.83 -0.6972
C 4.16 0.14 -3.80 -0.6892
C -0.68 2.30 -1.00 -0.5298
C -3.65 4.25 -1.93 -0.0071
C -0.20 -3.50 5.35 -0.0451
C 3.53 -0.95 -4.44 -0.6773
C 3.71 0.55 -2.55 -0.7237
C -5.66 2.96 -2.18 -0.0301
C -5.02 4.19 -2.07 -0.0375
C -0.80 -2.26 5.14 -0.0663
C -4.92 1.78 -2.15 -0.0464
C 0.13 -1.68 1.50 -0.3708
C 0.65 -3.48 3.11 -0.2607
C -1.47 3.17 -1.66 -0.0337
C 2.07 -1.15 -2.58 -0.6616
C 2.66 -0.10 -1.91 -0.4812
C 0.53 -4.11 4.35 0.0144
C -0.69 -1.64 3.91 -0.0349
C -1.10 1.23 -0.17 -0.1334
H 3.30 -0.57 2.94 0.0583
H -5.42 0.83 -2.29 0.1182
H -0.11 -2.46 0.76 0.1260
H -0.30 -3.99 6.31 0.1192
H -6.73 2.92 -2.31 0.1222
H -1.37 -1.78 5.93 0.1121
H -3.15 5.20 -1.85 0.1261
H 1.73 -3.51 1.51 0.0865
H -1.71 -0.70 1.28 0.1631
H -2.97 0.91 -2.05 0.1148
H -1.00 4.06 -2.07 0.1294
H -2.15 1.19 0.11 0.1527
H 4.62 0.70 2.84 0.0689
H 1.01 -5.06 4.50 0.1314
H -1.16 -0.68 3.74 0.1076
H -5.59 5.11 -2.11 0.1219